Density functional theory data (the ωB97M-V functional and the def2-TZVPD basis) for a cluster of 3 separate species, C22H49N3PS in total in a non-equilibrium geometry.

Properties
Gap between HOMO and LUMO in Eh: 0.2951
Calculated total energy in hartree: -1770.98729
HOMO level in eV: -11.80
Charge: +1
Lowest unoccupied orbital energy in eV: -3.768
F_max in hartree/bohr: 0.1408

Geometry as XYZ:
```
76
C22H49N3PS | the Open Molecules 2025 dataset | the ωB97M-V functional and the def2-TZVPD basis
C 2.328 -0.675 0.077
C 2.463 -0.252 -1.174
P 2.719 0.418 -2.919
C 2.339 -0.890 -4.233
C 0.855 -0.545 -4.861
C -0.249 -1.042 -3.788
C -1.569 -0.120 -3.683
N -1.307 1.359 -3.856
C -2.432 2.175 -3.361
N -3.669 1.705 -3.197
N -2.200 3.629 -3.021
C 4.459 1.153 -3.000
S 5.668 0.188 -4.035
C 7.317 1.045 -3.688
C 7.333 2.595 -4.186
H 1.855 -0.897 1.116
H 1.796 1.526 -3.099
H 2.230 -1.918 -3.691
H 3.096 -0.944 -5.096
H 0.781 0.561 -5.165
H 0.766 -1.189 -5.810
H -0.612 -2.090 -4.152
H 0.225 -1.102 -2.722
H -2.411 -0.443 -4.419
H -1.977 -0.236 -2.593
H -0.493 1.606 -3.243
H -4.241 2.498 -2.842
H -2.793 4.219 -3.635
H -2.561 3.765 -2.053
H 4.867 1.159 -1.910
H 4.436 2.248 -3.356
H 8.211 0.471 -4.155
H 7.546 1.085 -2.544
H 8.421 2.996 -4.267
H 6.807 2.645 -5.225
H 6.774 3.306 -3.454
C 4.189 -0.788 3.803
C 2.969 -0.030 4.308
C 3.054 0.335 5.791
C 3.127 -0.854 6.755
C 1.966 -1.846 6.657
C 0.617 -1.227 6.999
H 4.306 -1.747 4.312
H 4.089 -0.992 2.733
H 5.100 -0.203 3.952
H 2.064 -0.613 4.108
H 2.872 0.896 3.729
H 2.193 0.960 6.049
H 3.939 0.963 5.952
H 3.177 -0.466 7.778
H 4.065 -1.397 6.594
H 2.155 -2.671 7.352
H 1.922 -2.291 5.658
H 0.623 -0.816 8.013
H -0.169 -1.987 6.948
H 0.350 -0.428 6.303
C -8.174 -1.766 0.625
C -6.907 -1.493 1.424
C -6.378 -0.069 1.249
C -5.956 0.303 -0.177
C -4.886 -0.597 -0.797
C -3.563 -0.563 -0.044
H -8.002 -1.670 -0.450
H -8.527 -2.784 0.814
H -8.971 -1.074 0.911
H -6.139 -2.225 1.155
H -7.126 -1.653 2.486
H -5.530 0.076 1.929
H -7.148 0.639 1.576
H -5.591 1.336 -0.170
H -6.837 0.301 -0.829
H -4.708 -0.266 -1.826
H -5.242 -1.629 -0.866
H -3.163 0.455 -0.003
H -2.825 -1.194 -0.550
H -3.669 -0.935 0.979
```

=====

Density functional theory data (the ωB97M-V functional and the def2-TZVPD basis) for an isolated molecule of C3H9N3S in a non-equilibrium geometry.

Properties
Gap between HOMO and LUMO in Eh: 0.3258
Energy above the lowest of the compared OMol25 structures with the same formula, charge and spin in kJ/mol: 124.7
SMILES: CN/C(=N\N)SC
Calculated total energy in hartree: -682.11841
HOMO level in eV: -7.95
Charge: 0
Lowest unoccupied orbital energy in eV: 0.915
F_max in hartree/bohr: 0.0274

Geometry as XYZ:
```
16
C3H9N3S | the Open Molecules 2025 dataset | the ωB97M-V functional and the def2-TZVPD basis
C -1.936 -0.495 1.217
C -0.028 -0.180 -0.274
C 1.323 1.150 -2.216
H -2.548 0.350 0.870
H -1.333 -0.131 2.056
H -2.598 -1.316 1.557
H -1.481 -1.486 -0.571
H 1.499 1.400 -3.273
H 1.363 2.076 -1.643
H 2.108 0.492 -1.865
H 2.016 -0.052 2.045
H 0.810 -1.155 1.775
N -1.005 -1.051 0.232
N 0.992 0.241 0.381
N 1.059 -0.183 1.690
S -0.241 0.340 -1.981
```

=====

Density functional theory data (the ωB97M-V functional and the def2-TZVPD basis) for a structure of composition C21H33ClF4N2O3PSi2 in a non-equilibrium geometry.

Properties
Gap between HOMO and LUMO in Eh: 0.2203
Calculated total energy in hartree: -2935.09258
HOMO level in eV: -3.79
Charge: -1
Lowest unoccupied orbital energy in eV: 2.202
F_max in hartree/bohr: 0.1365

Geometry as XYZ:
```
67
C21H33ClF4N2O3PSi2 | the Open Molecules 2025 dataset | the ωB97M-V functional and the def2-TZVPD basis
C -1.784 0.666 3.501
C -0.756 0.334 2.280
C -1.282 -0.957 1.426
Cl -1.921 -2.320 2.503
Si -0.089 -1.526 0.038
C -1.135 -2.468 -1.313
C -2.723 -2.370 -1.109
C -3.405 -0.998 -1.574
O -4.689 -0.961 -1.539
N -2.701 0.236 -1.987
C -3.595 1.426 -1.786
C -3.461 2.252 -0.449
C -4.430 3.486 -0.213
C -5.514 3.905 -1.259
C -5.625 3.105 -2.609
C -4.667 1.889 -2.852
C 0.627 0.115 -0.724
C 0.716 0.098 -2.328
C 1.183 1.544 -2.912
F 0.830 2.642 -2.054
F 0.431 1.773 -4.133
F 2.554 1.593 -3.288
O 1.125 -2.669 0.485
Si 2.111 -2.285 1.834
C 3.209 -3.881 2.092
N 1.218 -2.162 3.423
C 2.125 -1.933 4.336
O 2.912 -1.956 5.312
P 3.558 -0.668 1.619
C 2.932 1.040 2.095
C 3.911 2.272 1.654
C 4.593 -0.726 0.053
C 3.854 -1.201 -1.296
H -1.658 -0.036 4.397
H -1.613 1.751 3.871
H -2.891 0.617 3.158
H -0.721 1.283 1.635
H 0.282 0.191 2.731
H -2.227 -0.538 0.887
H -0.871 -3.601 -1.274
H -0.893 -2.133 -2.379
H -3.100 -2.585 -0.045
H -3.195 -3.201 -1.772
H -2.401 0.200 -2.979
H -2.677 1.969 0.343
H -4.311 4.081 0.769
H -6.247 4.771 -1.106
H -6.403 3.360 -3.419
H -4.720 1.239 -3.810
H -0.115 0.961 -0.442
H 1.669 0.374 -0.329
H 1.468 -0.706 -2.690
H -0.279 -0.119 -2.864
H 3.648 -3.934 3.148
H 4.103 -3.847 1.352
H 2.610 -4.833 1.809
H 1.894 1.319 1.652
H 2.810 1.092 3.237
H 4.817 2.396 2.341
H 3.268 3.230 1.800
H 4.152 2.227 0.537
H 5.014 0.337 -0.141
H 5.532 -1.391 0.212
H 4.684 -1.629 -1.991
H 3.462 -0.266 -1.825
H 3.091 -2.042 -1.171
F 1.705 0.170 -4.873
```